Below is a single C22H30N4O3S molecule, with properties calculated with ωB97M-V with the def2-TZVPD basis set.

Computed properties:
LUMO level = 0.578 eV
SMILES string = CCOc1ccc(CN2CCNC(=O)[C@@H]2CC(=O)NCc2csc(C(C)C)n2)cc1
M = 430.6 g/mol
HOMO-LUMO gap = 8.89 eV
ΔE to the lowest compared entry with this formula, charge and spin = 1.666 eV
E_HOMO = -8.312 eV

Structure (XYZ):
```
60
Properties=species:S:1:pos:R:3:forces:R:3
S 1.8950 3.2015 1.3871 -0.557 0.290 0.026
O -3.3628 2.2793 -0.4892 -0.493 0.106 0.048
O -1.6176 0.1942 3.0737 0.336 -0.222 0.166
O 2.2607 -5.3656 -2.4929 -0.195 0.216 -0.102
N -1.4257 -0.7599 -0.3066 0.088 -0.106 0.000
N -1.2065 1.8967 -0.9153 0.152 0.262 -0.114
N -0.4363 4.2560 1.4367 -0.651 0.542 -0.197
N -2.5750 2.1077 2.3525 -0.102 0.388 0.049
C -1.7044 2.9664 3.1304 0.174 -0.182 0.078
C -2.6122 0.0388 -0.1212 -0.535 -0.016 0.204
C -0.1969 -0.0740 0.0271 0.231 0.354 -0.206
C 0.6911 4.3623 0.8366 0.641 -0.383 -0.049
C -0.4469 3.2681 2.3717 0.453 -0.564 0.437
C 1.9795 6.4172 0.3992 -0.202 -0.001 -0.106
C 1.6170 4.7481 -1.4458 -0.173 0.151 0.116
C 1.2651 -4.6544 -0.3690 0.312 -0.269 -0.153
C 1.0143 5.3871 -0.1948 0.242 0.205 -0.164
C -1.5001 -2.1125 0.2199 0.002 0.037 -0.069
C -2.3872 0.7693 2.3252 -0.575 -0.015 -0.069
C 2.2638 -7.6149 -1.5293 0.069 0.398 -0.115
C -0.4837 -2.9907 -0.4607 0.016 -0.100 0.177
C 1.3820 -4.6319 -1.7537 -0.118 0.134 0.019
C -3.2483 0.0510 1.3045 0.203 -0.045 -0.204
C 0.3427 -3.8346 0.2615 -0.219 0.186 -0.113
C -0.3614 -2.9705 -1.8469 0.069 -0.112 0.058
C 0.5571 -3.7734 -2.4849 0.115 -0.142 -0.010
C -0.0322 1.0603 -0.9746 0.324 -0.473 0.053
C 0.7219 2.5808 2.4790 0.037 0.199 -0.048
C 3.0536 -6.3537 -1.8682 0.142 -0.389 0.182
C -2.4279 1.4951 -0.5377 0.145 -0.044 -0.253
H 2.5347 4.2196 -1.1945 0.116 -0.066 -0.055
H -3.4051 -0.9739 1.6388 0.009 0.071 0.031
H 0.2691 -3.8610 1.3395 -0.009 0.020 0.117
H -2.5018 -2.4971 0.0001 -0.026 0.038 0.113
H 1.5495 6.8721 1.2883 0.020 0.052 0.090
H 2.1841 7.1996 -0.3273 0.066 0.105 -0.060
H 0.9521 1.7613 3.1285 -0.031 -0.218 0.186
H -1.1287 2.8721 -1.1695 -0.143 -0.080 0.087
H -2.2343 3.8935 3.3526 0.053 -0.078 0.046
H 2.9283 -8.3601 -1.1006 0.053 -0.103 0.062
H 0.8500 1.6609 -0.7418 -0.113 -0.027 0.003
H 1.8131 -8.0198 -2.4320 -0.031 -0.066 -0.063
H -1.4570 2.4361 4.0531 -0.086 0.168 -0.068
H 2.9184 5.9389 0.6710 0.117 0.003 0.039
H -3.3832 -0.3750 -0.7887 0.058 0.189 0.105
H -0.9949 -2.3096 -2.4183 -0.052 0.092 -0.087
H -1.3461 -2.1410 1.3091 -0.105 -0.048 -0.034
H 0.0742 5.8860 -0.4515 0.052 -0.109 0.077
H 3.5461 -5.9497 -0.9748 -0.010 0.009 -0.118
H -0.1939 0.3246 1.0521 0.082 -0.068 -0.079
H -4.2108 0.5557 1.2212 0.007 -0.067 -0.017
H 0.0820 0.6399 -1.9816 0.072 0.002 0.107
H 3.8251 -6.5874 -2.6075 -0.050 0.059 0.165
H 1.4704 -7.3967 -0.8187 -0.054 -0.049 0.070
H 1.8511 5.5168 -2.1781 0.054 0.034 -0.105
H -3.1101 2.5426 1.6130 -0.048 -0.141 -0.047
H 0.6295 -0.7791 -0.0744 0.003 0.064 0.005
H 0.6598 -3.7614 -3.5587 0.006 -0.003 -0.134
H 1.8864 -5.2954 0.2365 0.074 -0.084 0.005
H 0.9233 4.0434 -1.8997 -0.014 -0.107 -0.085
```
Forces are in eV/Å.

Atom charges from the Löwdin analysis, given in e for atoms 1 to 4: 1.05 0.04 0.05 -0.05

---

Below is a molecular structure, Br4Zn, with properties calculated with ωB97M-V with the def2-TZVPD basis set.

Computed properties:
LUMO level = 5.968 eV
total charge = -2
M = 385.0 g/mol
HOMO-LUMO gap = 7.99 eV
ΔE to the lowest compared entry with this formula, charge and spin = 0.050 eV
E_HOMO = -2.023 eV

Structure (XYZ):
```
5
Properties=species:S:1:pos:R:3:forces:R:3
Br -1.5099 1.5743 1.2552 0.093 -0.226 -0.113
Br 1.3053 -1.5337 1.4430 -0.107 0.120 -0.043
Br -1.3609 -1.5106 -1.4439 -0.151 -0.066 -0.229
Br 1.6206 1.5041 -1.1949 -0.209 -0.221 0.002
Zn -0.0550 -0.0341 -0.0594 0.373 0.393 0.383
```
Forces are in eV/Å.

Atom charges from the Löwdin analysis, given in e for atoms 1 to 4: -0.40 -0.39 -0.31 -0.40

---

Below is 10 unconnected molecules or ions with the total composition C5H29NO10 in a non-equilibrium geometry, with properties calculated with ωB97M-V with the def2-TZVPD basis set.

Computed properties:
LUMO level = 0.186 eV
SMILES string = CCN(C=O)CC.O.O.O.O.O.O.O.O.O
M = 263.3 g/mol
HOMO-LUMO gap = 9.56 eV
ΔE to the lowest compared entry with this formula, charge and spin = 2.946 eV
E_HOMO = -9.375 eV

Structure (XYZ):
```
45
Properties=species:S:1:pos:R:3:forces:R:3
O 1.1531 3.7372 1.3453 -2.015 0.772 0.383
O 2.8927 1.8489 1.6546 -0.528 -0.284 0.097
O -0.5583 2.1937 2.9320 -0.087 -0.268 0.998
O 2.0056 -2.2937 -1.7952 0.593 0.605 -0.865
O 0.3119 -3.1708 -4.0361 -2.026 -0.280 -0.736
O 1.1048 -0.0894 2.8372 0.992 0.774 0.414
O -0.9990 3.5288 -0.2986 -1.220 0.208 -0.667
O -0.3806 -4.3025 -1.0713 2.123 -0.870 0.688
O 2.5604 -2.1166 0.8692 -0.407 0.249 0.382
O -1.3623 -2.0265 -2.1817 -0.827 0.124 1.237
N -1.1542 1.3746 0.1960 -1.138 -1.298 0.650
C 0.2584 1.1202 -1.8568 1.485 -0.287 0.556
C -1.9192 0.3925 0.9997 0.642 -1.022 -1.405
C -1.7265 2.5644 -0.0221 2.542 0.951 0.896
C -3.1065 -0.1228 0.1895 -0.320 -0.917 1.054
C 0.1514 1.0578 -0.3368 2.058 1.549 0.471
H 1.4880 -0.0005 3.7249 -0.507 -0.654 0.224
H -2.1118 0.7727 1.9858 -0.533 0.432 0.170
H 1.2039 -2.8116 -1.8459 -0.164 0.061 0.733
H -0.9051 -5.0740 -1.2554 -0.753 0.290 -0.236
H -0.3397 0.4212 -2.4276 -0.248 0.040 -0.072
H 0.5609 3.8240 2.1163 1.113 -0.227 0.790
H -2.7794 2.6928 0.2239 -0.244 -0.253 -0.105
H 0.9820 -2.5764 -4.3394 1.122 -0.004 0.446
H -2.7560 -0.6141 -0.7128 -0.074 0.447 -0.365
H -3.8729 0.6280 0.0250 0.075 0.135 -0.361
H 0.9691 1.7433 0.0259 -1.333 0.568 -0.529
H -0.7506 -3.4437 -1.2388 -1.400 0.472 -0.567
H 2.0941 2.4324 1.5293 0.566 0.100 0.014
H 2.5343 -3.0572 1.0746 0.048 -0.050 -0.157
H 1.7428 -1.7692 1.2606 0.321 0.005 0.199
H -0.9628 -1.1918 -1.9248 0.184 -0.001 -0.302
H 0.7101 0.2764 0.1823 -1.300 -1.335 -0.373
H 0.5319 -3.8023 -3.3536 0.838 0.062 0.068
H 0.3299 3.7296 0.7909 0.966 -0.193 -1.329
H -3.6089 -0.9498 0.7175 0.096 0.319 0.162
H -0.1409 1.3115 3.0169 0.168 0.166 -0.540
H -1.1050 -2.2446 -3.0740 0.642 -0.032 -0.723
H 1.7993 0.4808 2.4288 -0.201 -0.109 -0.701
H 0.1174 2.1418 -2.1908 -0.397 0.049 -0.092
H -1.2503 -0.4635 1.1756 -0.047 0.299 -0.116
H 1.3249 0.9014 -2.0443 -0.434 -0.102 -0.299
H -0.7893 2.3609 3.8543 -0.174 0.323 -0.095
H 2.1413 -1.8890 -0.9226 -0.268 -0.719 -0.033
H 3.6111 2.4754 1.7723 0.075 -0.097 0.036
```
Forces are in eV/Å.

Atom charges from the Löwdin analysis, given in e for atoms 1 to 4: -0.08 -0.09 -0.06 -0.07